C30H85N5O11Zn | ωB97M-V/def2-TZVPD

Summary:
calculated total energy: -4074.51997 Eh
strongest force on any atom: 0.09157 hartree/bohr
charge: 0

Geometry as XYZ:
```
132
C30H85N5O11Zn (ωB97M-V/def2-TZVPD)
O -0.1365 3.6931 6.2090
C 4.3633 -4.7343 0.1395
N -0.7937 -1.7467 0.2450
H 5.9039 2.6849 -4.7461
C -2.9931 0.9715 -6.1740
C 1.4412 -0.2220 -2.2813
N -8.3096 -3.1953 -1.6098
H -7.0082 -3.9420 -0.2519
O 4.6161 -3.8612 -1.0228
H 0.7244 1.0788 3.3410
H -0.2756 -2.0116 -1.8624
H -5.8210 -0.5688 -5.4535
H -2.3928 4.4702 9.0817
H -5.9833 -1.9033 0.4837
H -2.9441 -2.3658 -1.3592
H -9.0460 -2.6726 -1.0499
O 0.7925 0.3405 -1.1448
H 0.2520 2.4783 7.8884
H -2.1235 -1.2783 -5.4641
C 4.0180 0.9667 -6.1932
H 4.3910 0.7628 1.1088
H -6.1597 -4.0692 -2.5278
C 6.3623 -3.9433 1.4104
H -1.1761 0.5862 -0.5852
H 6.9043 -4.9037 1.3060
H -8.2086 -2.8083 -2.5331
H 4.9016 -5.6357 -0.0889
C -7.0440 -3.0872 -0.9033
H 1.1938 -2.9266 2.1422
H 5.9179 1.6445 -3.3150
H 0.6322 2.7299 2.8791
C -0.6098 0.0937 -1.4225
O -4.0294 0.0283 -6.2675
N 4.6767 -5.3854 2.3760
O -6.9842 -0.6462 -0.7646
H -1.7123 -1.9680 0.6243
H -0.1861 1.9935 -4.3734
H -3.0279 1.8391 6.1190
O 1.8608 -1.3343 1.9577
H 2.6722 1.1560 1.3260
H 3.2399 -4.7735 0.2779
C 3.1540 3.8790 -1.2140
N -1.6457 4.1950 8.4346
H -1.2026 3.6404 1.0675
H -5.7430 0.3340 0.6529
H 2.9647 1.0559 -6.4459
H 2.1408 4.2482 -1.1724
H -2.9706 -0.6562 -1.1181
H 4.8777 -1.9265 -0.3417
C 4.9199 -4.2344 1.4599
H -1.0033 -3.7438 3.6222
H -2.0310 2.1031 8.5675
H -3.9511 3.0793 7.0375
Zn 0.5632 -0.2242 1.1125
C -4.8958 -0.0462 -5.2148
H 2.9910 0.5583 3.8544
H 3.6499 -2.1717 -1.7273
H -3.4301 1.9530 -6.1096
C -6.7651 0.3916 0.1765
H 0.7722 -0.8562 -2.8521
O -0.2900 1.4911 1.6277
H 4.5264 1.7039 -6.7801
H 5.1883 -5.1871 3.1958
H -0.6952 5.1582 0.2207
H -5.3323 0.9245 -4.9656
H 3.6788 -5.4535 2.5920
C 4.1090 -2.6144 -0.7830
H -0.8861 0.5290 -2.3797
H -0.6488 -0.5869 -5.5881
H 6.5317 -3.4825 0.4583
H 3.2253 -2.6642 -0.1496
H -2.4243 0.8978 -7.1021
C 3.3504 -0.3954 3.6325
H -2.4697 1.0502 -4.0664
C -5.9680 -3.2000 -1.9542
H -4.9448 -3.2792 -1.5659
H 3.8475 3.9004 -0.3859
H 0.2200 2.5242 0.4846
H 6.7672 -3.3550 2.2650
C -1.9641 0.7909 -5.0167
H -1.5444 5.0247 7.8195
H -1.6852 3.9730 -0.6134
H 2.2650 2.0745 -1.1665
C -1.8598 2.9099 7.7510
C 3.1357 -0.7940 2.1506
H 6.3991 1.0237 -4.7936
H 3.0675 -0.0327 0.1062
H -0.5175 1.6108 6.4920
C 1.1418 4.2125 6.6460
H -7.5123 0.4766 1.0004
H 1.6565 0.6489 -2.9948
H -1.1604 2.6995 -5.6447
C -0.4866 2.6111 7.0647
C -0.8214 1.7917 -5.2445
H 0.6329 -3.7560 4.3189
H -0.2413 1.4898 -6.0855
O 3.1063 2.3967 -1.5172
C 5.6909 1.6708 -4.3348
C 0.0111 -3.3288 3.5687
C 3.3587 0.3382 1.1000
H 4.2919 -0.0580 -6.4370
O 0.2780 3.2884 -0.2357
C -2.4236 -1.4584 -1.6316
H -0.7623 2.0160 3.4803
H -0.2621 -2.6025 0.3668
H 3.8157 -1.6298 1.9651
C -0.9436 -1.3864 -1.2433
C -6.9610 -1.8389 -0.0261
H -7.7617 -1.6825 0.7112
H 4.0391 0.3194 -4.1006
H 2.4240 -0.7219 -1.9928
H 4.3956 -3.3300 1.7661
H -2.6224 -1.3986 -2.7724
C 4.2798 1.2451 -4.6946
N -1.4628 -0.5696 -5.0427
O 0.5806 -3.6704 2.2592
H 3.0276 -1.1995 4.2733
C -2.9514 2.8318 6.6662
H -4.6366 -0.5399 -4.2690
H 1.1520 4.4510 7.6996
H 3.6642 4.2269 -2.1176
H -5.9673 -2.3392 -2.6222
H 1.9678 3.5023 6.3431
H -2.7566 3.6660 6.0099
H 1.3533 5.1294 6.1454
H 3.2910 2.1561 -3.2532
C 0.0688 1.7942 2.8742
O 3.3551 2.1726 -4.2095
C -0.9087 4.1427 0.0983
H -6.7057 1.2746 -0.3838
H 4.3844 -0.4721 3.9778
H 0.0051 -2.2253 3.7219
```